No. 1
A molecular structure, C18H27EuN2O6P2 at a distorted geometry. Source: the Open Molecules 2025 dataset; level of theory: wB97M-V/def2-TZVPD.

Structure (ORCA input):
```
! RIJCOSX wB97M-V def2-TZVPD def2/J DEFGRID3
* xyz 1 8
Eu 0.44233 -0.75405 -0.08268
P -2.93325 -0.16527 -1.16323
P 2.97353 -1.00168 -1.21586
O 0.93941 -0.99003 2.20751
O -0.80389 2.50478 8.29267
O 0.36252 0.72859 8.84584
O -0.55418 -2.59011 -0.52187
O -0.71537 0.42870 1.62097
O -1.75842 -3.23327 -3.60667
N -0.15459 1.47815 7.98341
N 0.31459 0.51630 -2.37360
C 3.57177 -2.06179 -2.55608
C -3.47033 1.41267 -0.46645
C 1.62625 1.72904 -3.96422
C 2.80192 0.66284 -2.03391
C 0.06457 -0.09389 2.50688
C -0.79836 0.86025 -3.05857
C 0.01822 1.18159 6.59751
C 1.51659 0.95436 -2.81479
C 4.41297 -0.75368 -0.12777
C 0.02430 0.36581 3.92826
C 0.49460 2.06837 -4.69932
C -4.37093 -1.22713 -1.45066
C -0.62139 1.96485 5.61131
C 0.69891 -0.39512 4.90386
C -2.17107 0.22786 -2.79050
C 0.69858 -0.00007 6.24282
C -0.73874 1.61528 -4.23657
C -0.62320 1.55246 4.28814
H 1.21918 -1.30797 4.61826
H -2.29267 -1.17288 -0.32582
H 3.64690 0.68243 -2.73608
H -1.34008 -3.09918 -2.75727
H 4.38960 -1.53898 0.64205
H -1.13108 2.14308 3.53220
H -5.22193 -0.63249 -1.80601
H -1.67985 1.77480 -4.76784
H -2.89042 2.23987 -0.89659
H 4.35613 0.22313 0.37247
H -3.29638 1.39614 0.61588
H 1.20338 -0.58837 7.01022
H 2.63118 2.02821 -4.25021
H -1.11031 2.87871 5.92388
H 0.58766 2.64825 -5.61922
H 2.98120 1.44277 -1.26929
H -2.91838 0.86394 -3.30020
H 2.88563 -2.02114 -3.41373
H -1.09121 -2.91782 -4.25098
H -4.61859 -1.71668 -0.49439
H -4.06440 -2.00483 -2.16291
H 3.58971 -3.09224 -2.17426
H -0.27792 -3.51768 -0.75249
H 5.33397 -0.84090 -0.71512
H 4.58052 -1.75127 -2.84865
H -4.53104 1.59951 -0.68403
H -2.18819 -0.70421 -3.35629
*
```

Calculated values
- orbital gap (spin up / spin down) (eV) = 6.2 / 8.7
- DFT total energy (eV) = -72268.995
- lowest unoccupied orbital energy (spin up / spin down) (eV) = -3.06 / -3.06
- energy relative to the best compared isomer or geometry (same formula, charge and spin) (eV) = 1.497
- F_max (eV/Å) = 3.819



No. 2
A molecular structure, C18H27F4N4O3Zr. Source: the Open Molecules 2025 dataset; level of theory: wB97M-V/def2-TZVPD.

Structure (ORCA input):
```
! RIJCOSX wB97M-V def2-TZVPD def2/J DEFGRID3
* xyz 1 1
Zr 0.23823 0.13344 -0.69078
F 2.73012 -1.72645 5.21139
F -0.22834 0.78317 1.46755
F -0.83203 1.13894 4.08124
F 3.29655 -2.11147 2.67498
O -0.75782 -1.43819 -1.49125
O 0.58599 1.97851 -1.16878
O -3.97706 0.59260 2.38876
N -3.02440 0.12437 1.51615
N 1.63118 -0.81128 0.58764
N 1.93546 -0.55566 -2.12243
N -1.72975 -0.90158 -0.61945
C -4.14388 -2.05707 1.88238
C 0.16025 4.31546 -1.54098
C 1.45300 -0.85895 -3.48988
C 2.72545 -1.59172 -0.00009
C -2.12537 -1.67106 0.33464
C 0.93764 -0.29231 4.74360
C 2.43829 -1.80101 -1.47950
C 2.27478 -1.30103 2.97372
C 1.52124 -0.68408 1.97787
C 0.49843 0.12846 2.45089
C -3.13256 -1.12568 1.29162
C 1.97338 -1.09754 4.31742
C -1.68121 -3.08331 0.49800
C 3.01443 0.45807 -2.20766
C -0.72804 2.56638 -3.09919
C -1.66021 2.78482 -0.77625
C -0.42264 2.92117 -1.65600
C 0.18267 0.33555 3.76832
H 1.05200 4.41174 -2.16055
H 2.81536 -2.57722 0.45645
H -4.83714 -2.39765 1.11064
H 1.05552 0.04839 -3.94291
H 2.28464 -1.22529 -4.09751
H -0.81737 -3.29913 -0.12093
H 0.67324 -1.61486 -3.44321
H -3.75648 1.52664 2.48387
H -1.48843 3.23233 -3.51033
H 3.86710 0.02362 -2.73595
H 0.42978 4.54478 -0.51058
H 3.68414 -1.08562 0.14581
H 0.16823 2.64664 -3.71595
H 1.66489 -2.55828 -1.61092
H -1.42291 3.00633 0.26509
H 0.73075 -0.15192 5.79416
H 3.32285 0.77078 -1.21181
H 2.64449 1.32886 -2.74063
H -2.13718 1.79885 -0.83032
H -2.41647 3.49676 -1.11280
H -2.48661 -3.76701 0.21987
H -4.71277 -1.57250 2.66858
H -0.57036 5.05289 -1.87758
H -1.12523 1.54930 -3.20470
H -1.45917 -3.26502 1.55078
H 3.34411 -2.13685 -1.99380
H -3.66079 -2.93915 2.30130
*
```

Calculated values
- orbital gap (eV) = 8.1
- DFT total energy (eV) = -43351.807
- lowest unoccupied orbital energy (eV) = -3.28
- F_max (eV/Å) = 0.825



No. 3
A single C18H27N3O2S molecule at a distorted geometry. Source: the Open Molecules 2025 dataset; level of theory: wB97M-V/def2-TZVPD.

Structure (ORCA input):
```
! RIJCOSX wB97M-V def2-TZVPD def2/J DEFGRID3
* xyz 0 1
S -0.20120 4.04224 -0.75164
O 3.63276 -2.08848 -1.12278
O 3.14789 -2.18136 1.12788
N -1.76712 2.06143 -0.11988
N -2.70746 -2.08857 -0.44982
N 0.12187 2.30590 1.21200
C -4.02105 -1.43116 1.52134
C 1.55568 2.52452 1.28264
C -0.83662 -2.12751 1.14944
C -1.30281 -1.74267 -0.26092
C -3.75493 -1.19294 0.02886
C 3.62404 -2.91544 0.02023
C -2.02096 0.66116 0.18619
C -5.03345 -1.56309 -0.73295
C 2.53623 1.40617 -0.73837
C 2.90338 -0.91577 0.66126
C -0.49478 -2.58060 -1.25903
C -3.43778 0.29726 -0.24126
C -1.02825 -0.25100 -0.54264
C -0.61089 2.71706 0.14833
C 3.19512 -0.85956 -0.70264
C 2.24107 1.35796 0.61580
C 3.02394 0.29625 -1.42436
C 2.42431 0.17489 1.34160
H -0.00149 -0.01182 -0.26090
H -3.53566 0.49120 -1.31327
H -4.90222 -1.42393 -1.80470
H 4.64594 -3.27239 0.22590
H 0.56591 -2.36312 -1.16468
H -5.86383 -0.94165 -0.40844
H 2.96659 -3.78171 -0.15605
H -4.98081 -1.00275 1.79865
H -1.22305 -1.45896 1.91045
H 3.24980 0.33594 -2.47620
H -0.18139 1.45444 1.66330
H -2.86327 -2.26944 -1.43457
H -0.79318 -2.36180 -2.28287
H 0.24917 -2.10645 1.20079
H -3.26136 -0.98652 2.15395
H 2.19774 0.11720 2.39407
H -4.15888 0.92453 0.28433
H 1.84119 2.60914 2.33347
H -4.04550 -2.49962 1.71327
H 2.36935 2.32513 -1.27811
H -5.28175 -2.60475 -0.54800
H -1.17874 -3.13297 1.37641
H -0.65765 -3.63849 -1.06991
H -1.93444 0.53109 1.27069
H 1.77004 3.46100 0.76592
H -2.24766 2.42715 -0.93055
H -1.12480 -0.06432 -1.61615
*
```

Calculated values
- SMILES string = CC1(C)CC(NC(=S)NCc2ccc3c(c2)OCO3)CC(C)(C)N1
- orbital gap (eV) = 8.7
- DFT total energy (eV) = -38505.414
- lowest unoccupied orbital energy (eV) = 0.65
- energy relative to the best compared isomer or geometry (same formula, charge and spin) (eV) = 1.755
- F_max (eV/Å) = 1.292



No. 4
A single C18H27N3O3 molecule. Source: the Open Molecules 2025 dataset; level of theory: wB97M-V/def2-TZVPD.

Structure (ORCA input):
```
! RIJCOSX wB97M-V def2-TZVPD def2/J DEFGRID3
* xyz 0 1
O -1.29884 0.12669 2.36340
O 3.09501 -0.77354 2.62021
O 2.86466 1.91121 0.04938
N -1.53740 -1.12396 0.43849
N -0.00564 -1.72065 1.91934
N 1.42934 0.69483 3.09731
C -1.26969 1.12042 -1.59210
C -0.98485 -0.81244 1.65291
C 0.88012 -1.63850 3.05436
C -4.27058 -1.38636 -3.35087
C 1.53903 2.10662 0.47216
C 1.93704 -0.53048 2.89030
C 2.19085 1.90579 2.89407
C -3.08364 -0.62120 -1.39188
C -2.56335 0.27588 -3.55520
C -1.02529 -2.38642 -0.05178
C -4.04476 -1.42787 -1.98708
C 4.46271 0.83503 -1.33971
C 1.54969 2.79735 1.83096
C -2.87764 -0.70275 0.09657
C -2.32910 0.24602 -2.18626
C 0.24093 -2.58721 0.79015
C -3.52346 -0.53005 -4.13928
C 2.98578 1.05326 -1.05763
H -1.61333 1.58770 -0.67190
H -5.02464 -2.01940 -3.79390
H 3.19203 1.60929 2.57391
H 2.49640 0.08907 -0.83778
H 1.38652 -2.59883 3.16511
H 0.52204 3.03266 2.11390
H -1.75494 -3.19152 0.11622
H 2.26023 2.45165 3.84140
H 0.98981 2.71659 -0.26353
H 0.37255 -3.62177 1.11698
H 2.11955 3.72292 1.75441
H -4.62956 -2.09609 -1.37031
H -0.81947 -2.32772 -1.12327
H -3.68841 -0.48805 -5.20562
H 4.94344 1.78755 -1.54373
H -1.98244 0.94606 -4.17291
H -0.97647 1.89702 -2.29463
H 4.93343 0.38723 -0.46918
H 1.02191 1.13748 0.55768
H 1.14460 -2.27667 0.24883
H -0.38851 0.52772 -1.34972
H 0.27857 -1.43305 3.94503
H 0.42070 0.78652 3.18051
H -3.61164 -1.40236 0.52466
H 2.48195 1.49362 -1.93514
H 4.58728 0.17795 -2.19607
H -3.02250 0.27274 0.57124
*
```

Calculated values
- SMILES string = CCOCCCNC(=O)CN1CCN(Cc2ccccc2C)C1=O
- orbital gap (eV) = 9.5
- DFT total energy (eV) = -29718.504
- lowest unoccupied orbital energy (eV) = 0.67
- energy relative to the best compared isomer or geometry (same formula, charge and spin) (eV) = 0.864
- F_max (eV/Å) = 0.689